13
Properties=species:S:1:pos:R:3 method="wB97M-V/def2-TZVPD" multiplicity=3 lumo_energy_ev="0.9 / -5.1" gap_ha="0.1890 / 0.1505"
H -0.575 2.550 0.710
C 1.207 -1.014 0.044
C 1.637 -1.981 -0.523
H 0.270 -0.007 2.256
C 0.180 1.943 0.304
C -1.489 -0.714 -0.005
H 0.972 2.374 0.826
H 1.006 1.485 -1.265
O 0.311 2.137 -1.124
C -2.310 -1.567 -0.353
Si -0.049 0.095 0.816
H -2.897 -2.307 -0.786
H 1.736 -2.992 -0.902

---

78
Properties=species:S:1:pos:R:3 method="wB97M-V/def2-TZVPD" multiplicity=1 lumo_energy_ev=-0.7 gap_ha=0.3386
H -2.501 2.193 0.623
H -2.190 -2.298 4.558
O 0.052 0.039 0.261
H 1.343 -0.650 -5.077
O 4.717 0.057 2.925
H 1.869 -0.723 0.640
O 1.644 0.256 -5.009
O -2.968 -2.841 4.683
H -0.975 -1.959 2.783
H -2.816 2.602 -2.960
H 0.381 -1.274 4.803
O 3.133 -3.499 -1.133
H 3.293 0.574 -3.392
H 0.963 2.207 -3.809
H 3.032 -2.026 -3.633
O 0.043 -5.775 2.320
H 4.536 -1.878 -3.547
H -4.847 4.154 -1.281
H -3.271 -0.265 3.893
H -1.454 -2.381 1.411
H -0.285 0.064 -0.635
H -3.895 3.232 -0.550
O -3.212 0.505 1.127
O 0.099 2.617 -3.809
H 1.498 3.019 0.151
H 0.216 4.393 1.016
H 3.952 1.399 -2.307
H 0.974 -1.377 -2.630
O -2.145 3.072 0.494
O 3.056 -2.712 3.192
O 0.190 -1.974 4.179
O 2.743 -0.839 1.014
H 3.983 -2.829 2.987
O -3.610 0.857 -1.955
H 3.294 -1.077 0.268
H -1.894 0.015 3.329
H -3.964 0.070 -2.369
H -4.679 1.678 1.452
O -5.157 2.328 1.967
H 3.993 3.146 -0.598
H 0.709 -5.091 2.388
H -0.710 5.568 0.786
O 3.842 -2.253 -4.089
H 3.994 -0.213 2.359
H -0.427 1.034 -3.123
H 1.049 0.750 -5.573
H -1.284 2.928 0.102
O 3.261 3.381 -0.027
H 2.296 -0.721 -2.295
O -4.787 3.282 -0.892
H 1.026 -2.422 4.057
H 5.482 0.065 2.349
H -0.985 -4.786 1.050
H 2.695 -2.266 2.425
H -1.574 0.142 -2.700
H 0.143 3.269 -4.509
O -1.436 -1.634 2.010
H -0.527 -0.570 0.718
H 2.735 -4.146 -1.716
O -0.625 0.240 -2.626
H 3.554 3.138 0.851
H 2.796 -2.658 -1.442
H -1.596 3.364 -3.430
H -4.476 2.803 2.444
O -1.104 -4.122 0.371
H -2.725 -3.695 4.324
H -4.372 1.285 -1.563
O 3.253 0.762 -2.454
H -2.685 -0.251 1.386
O -2.508 3.484 -3.167
O 1.906 -1.565 -2.522
H 0.645 1.778 0.304
O -0.060 5.226 1.399
O -2.423 0.117 4.120
H -1.304 -4.622 -0.421
O 0.637 2.724 0.446
H -4.100 0.158 1.036
H 0.541 -6.588 2.240

---

The records above yield largest force on an atom values of 0.10583 0.02197 hartree/bohr, respectively.
The records above yield ΔE to the lowest compared entry with this formula, charge and spin values of 205.5 284.1 kJ/mol, respectively.
The records above yield calculated total energy values of -15196.765 -54081.373 eV, respectively.